Entry from OMol25: a 3-piece molecular cluster, C4H15N2O2 overall (ωB97M-V/def2-TZVPD).

## Properties
gap between HOMO and LUMO = 10.827 eV
2S+1 = 1
energy = -421.14791 Eh
highest occupied orbital energy = -13.60 eV
net charge = +1

Last column: Löwdin charge in e.
Atoms and positions in Å:
C: -0.57 0.59 0.82  -0.163
C: -0.65 0.82 -0.70  -0.160
C: -0.25 -0.40 -1.56  -0.192
C: 0.98 -2.40 -1.51  -0.022
N: 0.61 -1.39 -0.85  -0.051
N: 0.84 0.39 1.29  0.154
H: -1.14 -0.28 1.12  0.103
H: -0.97 1.50 1.28  0.129
H: -1.72 1.03 -0.83  0.115
H: -0.05 1.70 -0.96  0.113
H: -1.16 -0.85 -1.96  0.116
H: 0.44 0.02 -2.30  0.119
H: 0.68 -2.67 -2.53  0.096
H: 1.68 -3.11 -1.07  0.079
H: 0.92 0.46 2.31  0.162
H: 1.10 -0.54 0.87  0.133
H: 1.40 1.20 0.99  0.105
H: -3.19 -2.26 0.16  0.058
H: -3.98 -1.02 0.35  0.055
O: -3.09 -1.30 0.11  -0.050
H: 2.32 3.00 2.34  0.071
H: 3.14 3.05 1.02  0.062
O: 2.66 2.47 1.61  -0.031